Record 1
DFT (ωB97M-V/def2-TZVPD) results for a molecular structure, C32H25F9N8O2S2SbW in a non-equilibrium geometry.

As for the LUMO energy (spin up / spin down): -0.39 / -3.97 eV. Its expectation value of S² is 3.78. The frontier orbital gap (spin up / spin down) is 5.92 / 4.84 eV. As for the spin multiplicity: 4. The value obtained for the energy above the lowest of the compared OMol25 structures with the same formula, charge and spin is 31.63 kcal per mole. Its HOMO energy (spin up / spin down) is -6.303 / -8.806 eV. The calculation puts the molar mass at 1094.3 g/mol.

The geometry in XYZ format:
```
80
Properties=species:S:1:pos:R:3:mulliken_charge:R:1
W 11.14507 9.99217 9.77650 1.97
C 15.00738 11.38830 8.04393 -1.80
C 13.90646 10.82129 8.82811 0.74
N 12.65414 10.90506 8.58279 1.19
N 12.39318 11.35726 7.33728 -1.43
C 11.61890 12.36237 7.11989 0.69
N 11.47069 12.77628 5.82356 -0.54
S 10.83788 13.50033 8.21411 -0.15
C 14.21370 10.18683 10.11135 0.72
C 15.48780 9.92689 10.43392 -0.38
C 15.74732 9.28781 11.67821 -0.66
C 14.69829 9.01772 12.49957 -0.77
C 13.39069 9.32290 12.13979 -0.31
N 13.15092 9.97390 10.98099 -0.02
H 15.93015 10.80671 8.07871 0.63
H 15.18620 12.44048 8.32819 0.28
H 14.72027 11.52601 7.02513 0.41
H 11.64157 12.06477 5.14377 0.28
H 10.53708 13.06380 5.62334 0.28
H 16.23516 10.29873 9.75060 0.32
H 16.80645 9.13210 11.88924 0.46
H 14.73816 8.59635 13.54990 0.31
H 12.39769 9.14466 12.62271 0.53
C 8.81838 8.46007 12.83948 -1.26
C 9.76410 8.86323 11.69244 0.96
O 10.71050 9.66366 11.85460 -0.61
O 9.63993 8.42887 10.48202 -0.70
H 8.02058 7.84367 12.42182 0.35
H 8.31612 9.23686 13.33092 0.40
H 9.42577 7.76286 13.50748 0.31
S 11.63940 12.35707 12.34551 -0.24
C 10.03564 12.40165 12.98729 0.53
N 8.96323 12.66202 13.28251 -0.58
F 11.88642 19.65482 11.27502 -0.28
C 10.73159 18.97668 11.04072 0.93
F 9.87678 19.34645 11.96538 -0.26
F 10.25860 19.37628 9.81616 -0.26
C 10.87662 17.43078 10.93587 0.12
C 12.19795 17.03909 10.73322 -0.70
C 12.41554 15.64944 10.52539 -0.59
C 11.32533 14.71070 10.48895 -0.34
C 10.05721 15.20301 10.73414 0.11
C 9.84551 16.48704 11.10189 -0.91
C 11.39095 13.27950 9.93417 0.48
C 11.39168 12.06114 10.62356 0.13
H 12.99475 17.70556 10.98333 0.43
H 13.47224 15.30288 10.38860 0.35
H 9.23715 14.46275 10.75077 0.48
H 8.87695 16.85774 11.53432 0.35
F 12.14364 8.37677 9.56680 -0.58
Sb 9.31631 5.56202 10.14190 1.62
F 7.85144 5.94883 11.29377 -0.58
F 10.58108 5.50477 11.50948 -0.56
F 8.88260 3.73151 10.31633 -0.56
F 10.57631 9.61368 8.05863 -0.61
F 9.43776 10.97204 9.66477 -0.68
N 22.87691 14.05210 8.46396 -0.05
C 24.01380 14.49986 7.83078 0.68
C 25.12484 15.14258 8.36844 -0.76
C 25.97202 15.75131 7.50622 -0.52
C 25.76353 15.65328 6.09624 -0.40
C 24.66512 15.04163 5.52994 -0.73
C 23.72976 14.46704 6.42866 0.43
N 22.52794 13.79423 6.26353 -0.69
C 22.09394 13.55798 7.46760 0.06
C 20.82608 12.77449 7.68534 0.87
C 20.10826 12.98394 8.89929 -0.55
C 18.94045 12.30484 9.09055 -0.52
N 18.48390 11.37879 8.17790 -0.34
C 19.18970 11.21945 7.04313 -0.40
C 20.38279 11.86418 6.74775 -0.44
H 22.71582 13.85090 9.46923 0.28
H 25.37942 15.19010 9.41525 0.34
H 26.79871 16.25939 7.87206 0.47
H 26.41354 16.23714 5.37852 0.26
H 24.46964 15.09326 4.47781 0.44
H 20.46868 13.65700 9.68177 0.29
H 18.38483 12.40563 10.02997 0.42
H 18.82610 10.44055 6.41624 0.47
H 20.99709 11.44080 5.92970 0.36
```

***

Record 2
DFT (ωB97M-V/def2-TZVPD) results for 3 unconnected molecules or ions with the total composition C32H25NO6P in a non-equilibrium geometry.

As for the LUMO energy: 0.39 eV. Its total charge is -1. The frontier orbital gap is 4.69 eV. Its HOMO energy is -4.297 eV. The calculation puts the molar mass at 550.5 g/mol.

The geometry in XYZ format:
```
65
Properties=species:S:1:pos:R:3:mulliken_charge:R:1
C 1.72603 -0.19852 -1.75313 -0.74
P 0.55630 -1.70867 -1.53595 0.07
C 1.39637 -3.15551 -2.43707 -0.93
C -1.04611 -1.17500 -2.43740 0.19
N -2.18981 -1.93635 -1.85004 -0.56
C -0.88811 -1.33886 -4.02505 0.19
O -0.35631 -0.33284 -4.63749 -0.74
O -1.23052 -2.46738 -4.72938 -0.77
H 1.50312 0.39971 -2.69681 0.36
H 2.78075 -0.66271 -1.84177 0.06
H 1.72708 0.40666 -0.78907 0.24
H 2.52643 -3.01515 -2.38755 0.28
H 1.10757 -4.17839 -1.99130 0.29
H 1.06511 -3.21173 -3.54419 0.31
H -1.25028 -0.05333 -2.25060 0.22
H -2.17956 -1.67989 -0.84095 0.28
H -2.02498 -2.95860 -1.85787 0.27
C -4.88989 -0.28126 -3.10885 -0.25
C -6.18115 -0.62251 -3.50448 -0.66
C -7.27281 -0.23307 -2.73533 -0.51
C -7.07544 0.49016 -1.55930 0.28
C -5.77955 0.81171 -1.14926 0.20
C -4.68787 0.43439 -1.93250 -0.71
C -5.55284 1.53568 0.12150 0.52
O -4.42338 1.82109 0.48054 -0.67
C -6.72063 1.90150 0.95678 0.14
C -6.51976 2.53322 2.18493 -0.53
C -7.61025 2.89232 2.96979 -0.45
C -8.90498 2.63051 2.52729 -0.44
C -9.10895 1.99643 1.30707 -0.53
C -8.01609 1.62193 0.52373 0.14
C -8.24349 0.91498 -0.75792 0.65
O -9.37844 0.68216 -1.14282 -0.69
H -4.03942 -0.57829 -3.71462 0.40
H -6.33696 -1.19142 -4.41525 0.42
H -8.27646 -0.49801 -3.05232 0.44
H -3.67938 0.69233 -1.62701 0.55
H -5.51372 2.74298 2.53413 0.46
H -7.45133 3.37886 3.92694 0.39
H -9.75605 2.91739 3.13683 0.39
H -10.11973 1.79065 0.96964 0.45
C 4.37978 -0.90231 4.79755 -0.52
C 5.58177 -0.84070 5.49954 -0.43
C 6.75886 -0.51041 4.83746 -0.58
C 6.73947 -0.25201 3.46660 0.29
C 5.53988 -0.33761 2.75958 0.12
C 4.35728 -0.65224 3.43022 -0.56
C 5.51327 -0.11428 1.29582 0.45
O 4.46665 -0.18517 0.67899 -0.59
C 6.78087 0.18785 0.59348 0.14
C 6.78055 0.34388 -0.79328 -0.44
C 7.96415 0.64094 -1.46026 -0.58
C 9.14992 0.79237 -0.74447 -0.41
C 9.15539 0.63225 0.63651 -0.64
C 7.97196 0.31997 1.30733 0.35
C 7.99491 0.11640 2.77347 0.55
O 9.03336 0.24446 3.40098 -0.69
H 3.45993 -1.15127 5.31675 0.40
H 5.60033 -1.04842 6.56457 0.39
H 7.69126 -0.45891 5.39051 0.45
H 3.41884 -0.70709 2.88760 0.53
H 5.85961 0.23040 -1.35676 0.54
H 7.96254 0.75672 -2.53928 0.42
H 10.07189 1.03130 -1.26485 0.38
H 10.08303 0.74669 1.18806 0.45
```

***

Record 3
DFT (ωB97M-V/def2-TZVPD) results for a molecular structure, C32H26BBrF3N10O7Ti.

As for the LUMO energy: 2.13 eV. Its total charge is -1. The frontier orbital gap is 8.12 eV. Its HOMO energy is -5.993 eV. The calculation puts the molar mass at 858.2 g/mol.

The geometry in XYZ format:
```
81
Properties=species:S:1:pos:R:3:mulliken_charge:R:1
Ti 1.60190 -1.02621 0.12243 0.40
N 3.75048 -0.93822 2.94036 0.00
C 2.40595 -0.79486 3.17769 0.02
N 1.87686 -0.58337 4.36424 -0.58
N 0.54473 -0.52681 4.11712 -0.82
N 0.29742 -0.68634 2.87588 -0.24
N 1.48326 -0.86320 2.21620 1.02
C 4.29496 -0.83617 1.68893 0.03
N 5.58554 -0.73438 1.46801 -0.55
N 5.68066 -0.65180 0.11233 -0.64
N 4.54381 -0.70527 -0.44393 -0.51
N 3.58673 -0.82967 0.54448 1.20
H 4.37098 -0.77783 3.71516 0.27
C 1.15784 7.90507 -1.05876 -1.62
C -0.01445 6.98144 -0.70024 2.01
C -0.86094 7.64557 0.39452 -1.61
C -0.88822 6.81944 -1.94366 -2.10
C 0.52160 5.64100 -0.19190 0.73
C 1.34713 5.62288 0.93868 -0.39
C 1.87605 4.45024 1.46932 -2.19
C 1.54946 3.27986 0.82208 0.86
O 1.91579 1.99140 1.11558 -0.16
B 1.30142 1.18822 0.14612 0.34
O 0.56899 1.99269 -0.73215 0.03
C 0.73801 3.27898 -0.29402 0.49
C 0.20822 4.43601 -0.82510 -0.99
H 0.78208 8.86180 -1.43046 0.44
H 1.78547 7.45819 -1.83144 0.38
H 1.78856 8.10658 -0.19260 0.32
H -1.24144 8.60871 0.04446 0.44
H -0.27737 7.82268 1.29815 0.32
H -1.71201 7.01795 0.66415 0.38
H -1.24385 7.80009 -2.26670 0.43
H -1.76339 6.19775 -1.74665 0.39
H -0.33553 6.37550 -2.77341 0.39
H 1.58831 6.55851 1.42698 0.37
H 2.51019 4.45310 2.34472 0.50
H -0.42053 4.38459 -1.70131 0.59
O 2.78480 -3.33453 -0.79820 -0.42
C 2.02777 -4.00706 -1.69966 0.62
C 1.98491 -5.40018 -1.66997 -0.65
C 1.24080 -6.10124 -2.59941 -0.51
C 0.52760 -5.42283 -3.58055 -0.65
C 0.54998 -4.04113 -3.58944 -0.76
C 1.27757 -3.30482 -2.65252 0.48
C 1.07400 -1.81870 -2.67952 0.30
O 0.32672 -1.29005 -3.46977 -0.72
O 1.72001 -1.13203 -1.74644 -0.01
H 2.93620 -3.89656 -0.02431 0.38
H 2.54322 -5.92031 -0.90078 0.41
H 1.21781 -7.18280 -2.55484 0.38
H -0.05021 -5.96400 -4.31772 0.39
H -0.02292 -3.48113 -4.31671 0.47
F -5.63457 -1.91159 0.82722 -0.25
C -5.29698 -0.63150 0.59006 0.74
F -6.02080 -0.23753 -0.47729 -0.27
F -5.72013 0.09056 1.63792 -0.30
C -3.82324 -0.48466 0.34173 0.61
C -3.03521 0.32010 1.14027 -1.18
C -1.67610 0.39019 0.85488 -0.16
N -1.10523 -0.28532 -0.13174 0.32
C -1.87938 -1.05034 -0.90118 -0.48
C -3.24170 -1.17889 -0.70984 -0.96
H -3.44419 0.86888 1.97539 0.49
H -1.03049 0.99602 1.47714 0.52
H -1.38076 -1.58061 -1.70114 0.23
H -3.82543 -1.81588 -1.36021 0.53
Br -0.99009 -4.13393 3.81109 -0.15
C -1.64620 -4.65721 2.11799 0.14
C -2.85552 -5.33745 2.05862 -0.50
C -3.38332 -5.69840 0.83043 -0.58
C -2.71461 -5.36657 -0.34032 -0.92
C -1.52350 -4.66570 -0.27298 0.33
C -0.97113 -4.31281 0.95597 0.32
C 0.34830 -3.58740 0.94987 -0.22
O 1.33853 -4.03073 1.50614 -0.66
O 0.29137 -2.48789 0.25800 0.34
H -3.37649 -5.57415 2.97589 0.42
H -4.32377 -6.23322 0.79317 0.39
H -3.12374 -5.64370 -1.30328 0.42
H -0.99850 -4.38698 -1.17923 0.19
```